Computed, not measured: a molecular structure, C36H30F5N5OPtS at a distorted geometry, with ωB97M-V with the def2-TZVPD basis set.

Summary:
* total energy: -2755.51926 a.u.
* orbital gap (spin up / spin down): 0.1877 / 0.1503 hartree
* strongest force on any atom: 0.0710 hartree/bohr
* LUMO (spin up / spin down): 0.003 / -0.101 hartree
* E_HOMO (spin up / spin down): -0.1844 / -0.2515 Ha
* energy relative to the best compared isomer or geometry (same formula, charge and spin): 0.00 kJ/mol

ORCA input file:
```
! RIJCOSX wB97M-V def2-TZVPD def2/J DEFGRID3
* xyz 0 3
Pt -0.16 -0.84 -0.01
C -1.29 -4.28 -5.81
C -1.22 -3.98 -4.33
C -0.43 -4.75 -3.47
C -0.29 -4.35 -2.12
C -0.85 -3.13 -1.62
N -0.61 -2.72 -0.32
C -0.78 -3.61 0.71
C -1.77 -4.66 0.63
C -2.03 -5.53 1.67
C -1.31 -5.41 2.88
C -1.70 -6.19 4.08
C -0.30 -4.45 2.98
C -0.02 -3.53 1.93
N 1.03 -2.61 2.12
C 2.23 -2.73 2.79
C 3.02 -1.64 2.50
C 2.29 -0.82 1.60
N 1.06 -1.31 1.44
C -1.58 -2.33 -2.59
C -1.90 -2.87 -3.83
N -2.07 -1.06 -2.24
C -3.06 -0.38 -2.91
C -3.14 0.91 -2.39
C -2.12 1.02 -1.37
N -1.41 -0.14 -1.34
H -0.68 -5.16 -5.99
H -1.00 -3.37 -6.34
H -2.35 -4.50 -6.08
H 0.08 -5.63 -3.83
H 0.27 -4.98 -1.42
H -2.31 -4.74 -0.29
H -2.82 -6.25 1.57
H -2.40 -6.97 3.78
H -2.14 -5.61 4.92
H -0.78 -6.69 4.44
H 0.26 -4.37 3.92
H 2.52 -3.60 3.40
H 3.98 -1.37 2.92
H 2.63 0.11 1.14
H -2.49 -2.31 -4.54
H -3.64 -0.89 -3.68
H -3.81 1.73 -2.72
H -1.95 1.82 -0.67
C 3.99 4.81 4.48
C 2.86 4.06 3.73
C 1.95 3.24 4.40
C 1.10 2.40 3.71
C 0.00 1.67 4.45
C 1.13 2.35 2.25
C 0.21 1.53 1.55
O 0.27 1.23 0.28
C 2.02 3.26 1.58
C 2.05 3.39 0.10
C 2.83 4.10 2.34
H 3.57 5.46 5.29
H 4.50 5.52 3.85
H 4.72 4.13 5.00
H 1.76 3.32 5.47
H 0.15 1.71 5.55
H -0.03 0.59 4.18
H -0.98 2.12 4.24
H -0.60 1.16 2.20
H 1.18 3.94 -0.24
H 2.11 2.41 -0.40
H 2.95 3.96 -0.21
H 3.42 4.83 1.77
F -1.57 7.80 -3.97
C -0.96 6.60 -3.85
C -0.05 6.21 -4.86
F 0.33 7.17 -5.72
C 0.33 4.89 -4.96
F 1.15 4.58 -5.99
C -0.03 3.86 -4.01
S 0.50 2.27 -3.94
C -0.83 4.40 -2.94
F -1.24 3.61 -1.93
C -1.36 5.68 -2.87
F -2.39 5.94 -2.06
*
```